Density functional theory data (the ωB97M-V functional and the def2-TZVPD basis) for a 2-piece molecular cluster, CH5NOSi overall in a non-equilibrium geometry.

Structure (ORCA input):
```
! wB97M-V def2-TZVPD RIJCOSX def2/J DEFGRID3
* xyz 0 1
C -1.446 -0.242 -0.026
N -1.692 1.065 0.033
O -2.212 -1.172 -0.043
Si 1.985 -0.674 0.003
H -2.639 1.447 0.059
H -0.935 1.726 0.032
H 2.537 0.182 1.045
H 2.103 -2.099 0.244
H 2.300 -0.232 -1.347
*
```

## Properties
Orbital gap (alpha / beta) in eV: 7.833 / 7.394
Molar mass in g mol⁻¹: 75.14
Calculated total energy in eV: -12529.806
Maximum force in eV/Å: 1.50
Energy relative to the best compared isomer or geometry (same formula, charge and spin) in kJ/mol: 263.0
Lowest unoccupied orbital energy (alpha / beta) in eV: -0.49 / -0.18